No. 1
{
  "formula": "C26H36BCl3KN8O6",
  "method": "ωB97M-V/def2-TZVPD",
  "homo_lumo_gap_ha": [0.303, 0.154],
  "s_squared": 0.7569,
  "fmax_ev_per_a": 3.6,
  "multiplicity": 2,
  "e_tot_ha": -3907.2001,
  "de_lowest_kcal_mol": 16.3,
  "symbols": ["H", "H", "C", "H", "C", "C", "O", "Cl", "H", "C", "H", "H", "H", "H", "C", "Cl", "N", "H", "H", "H", "N", "Cl", "H", "C", "O", "H", "H", "H", "C", "N", "H", "N", "H", "O", "C", "H", "C", "C", "C", "C", "N", "C", "C", "N", "B", "N", "H", "C", "H", "H", "H", "H", "H", "N", "O", "C", "H", "C", "O", "C", "H", "H", "H", "K", "H", "H", "C", "C", "H", "H", "C", "H", "C", "H", "H", "O", "C", "H", "C", "C", "C"],
  "coordinates": [[-8.676, -0.420, 0.917], [3.929, -2.043, 2.572], [-2.515, 3.620, -2.078], [-4.213, -1.695, -3.849], [-5.559, -2.797, 2.243], [2.654, 1.591, 1.337], [-1.108, 3.962, -0.176], [-1.407, 3.466, -3.436], [-1.231, -5.823, 1.200], [-3.801, -1.552, -2.870], [-1.674, 3.015, 3.295], [3.977, -1.080, -2.182], [-8.355, -1.245, -0.604], [3.257, 1.042, -1.485], [-1.681, -0.166, -3.427], [-3.906, 2.588, -2.324], [-5.041, -2.230, 1.130], [1.235, -2.678, 1.513], [2.381, 1.939, -2.740], [0.815, 2.813, -1.026], [-1.286, -2.561, 1.223], [-3.000, 5.289, -1.889], [4.437, -0.433, 2.030], [-3.724, 1.326, 2.783], [1.520, 1.752, 0.520], [-5.337, -0.108, 2.329], [-2.251, 0.473, -4.097], [-0.449, 1.742, 3.187], [-1.293, 2.204, 2.679], [-2.195, 0.096, 1.735], [4.863, -1.680, 0.087], [-3.364, -0.517, 1.632], [-1.112, -0.870, -4.033], [-1.658, 1.871, -0.738], [3.027, -1.446, -1.757], [2.939, 2.557, 1.781], [-0.592, -3.684, 1.241], [2.337, 0.613, 2.470], [-7.170, -1.912, 1.021], [1.828, -0.809, -2.491], [-6.026, -1.687, 0.407], [3.705, -1.231, 1.868], [0.895, -3.668, 1.222], [-2.457, -0.923, -1.210], [-3.616, -1.799, 0.828], [-3.489, -1.564, -0.688], [-4.186, 2.103, 3.357], [-4.313, -1.991, -1.674], [3.002, 0.818, 3.322], [3.569, -2.866, 0.444], [-9.273, -2.069, 0.680], [-3.697, -4.665, 1.089], [3.503, 1.209, 0.761], [-2.578, -2.867, 1.180], [2.409, -0.748, 2.129], [3.823, -1.797, 0.438], [-4.931, -3.261, 2.978], [-2.616, -0.874, -2.524], [1.344, 0.358, -1.883], [-8.450, -1.390, 0.469], [3.000, -2.537, -1.897], [0.980, -1.496, -2.466], [-5.200, -2.554, -1.475], [-0.321, 0.277, -0.010], [-7.651, -2.957, 2.928], [-0.945, 2.632, 1.738], [2.274, 1.416, -1.778], [-6.925, -2.629, 2.211], [1.302, 0.762, 2.774], [-0.998, 0.433, -2.834], [-1.656, 3.086, -0.811], [2.490, 3.204, -0.591], [-2.368, 1.220, 2.413], [1.245, -3.877, 0.210], [1.314, -4.416, 1.893], [2.939, -1.103, -0.401], [-2.729, -4.208, 1.148], [2.130, -0.622, -3.534], [-1.478, -4.778, 1.204], [1.767, 2.388, -0.712], [-4.314, 0.197, 2.273]]
}

---

No. 2
{
  "formula": "C19H24N2O2S5W",
  "method": "ωB97M-V/def2-TZVPD",
  "homo_lumo_gap_ha": 0.244,
  "charge": 2,
  "fmax_ev_per_a": 0.4,
  "multiplicity": 1,
  "e_tot_ha": -3055.8671,
  "de_lowest_kcal_mol": 26.9,
  "symbols": ["C", "H", "H", "C", "H", "S", "H", "S", "C", "C", "H", "C", "H", "N", "H", "H", "C", "C", "C", "C", "N", "C", "H", "H", "H", "C", "H", "W", "C", "C", "H", "H", "H", "C", "S", "O", "S", "C", "H", "H", "O", "C", "H", "S", "H", "H", "C", "H", "C", "H", "H", "H", "C"],
  "coordinates": [[1.895, -0.298, -2.464], [2.287, 1.553, -3.087], [1.921, 1.658, -9.169], [2.375, 1.566, -8.192], [4.043, 1.233, -4.714], [2.657, 2.548, 2.558], [4.310, 2.198, -8.860], [2.132, 0.227, -0.770], [2.217, 1.036, -5.856], [1.617, 1.148, -7.116], [-3.402, -0.985, -2.514], [1.215, 0.301, 2.344], [-0.511, -4.076, -5.889], [2.000, 0.636, -3.403], [0.619, -2.850, -6.453], [-3.412, 0.614, -3.263], [3.622, 1.093, 3.036], [-2.779, -0.128, -2.773], [-1.203, -0.449, -0.805], [0.435, -3.586, -5.669], [1.748, -1.578, -2.680], [0.393, -2.921, -4.298], [-1.426, -1.515, -0.857], [-0.579, 2.036, -1.121], [5.367, 1.993, -6.641], [1.750, -2.325, -3.959], [1.681, -2.143, -1.844], [0.075, 0.556, 0.248], [1.379, 0.582, -4.752], [-3.285, 0.809, -0.510], [-3.695, -0.098, -0.062], [1.219, -4.342, -5.724], [-2.929, 1.450, 0.299], [1.203, 1.695, 2.212], [-0.168, -0.738, 2.076], [0.258, 0.158, -4.804], [-0.120, 2.538, 1.462], [3.721, 1.871, -8.014], [0.568, 0.911, -7.231], [-0.363, -2.136, -4.280], [4.751, 1.154, 3.367], [-1.360, 1.745, -1.873], [0.126, -3.654, -3.532], [2.712, -0.440, 2.839], [-1.984, 2.637, -1.936], [2.495, -3.112, -3.834], [4.320, 1.758, -6.766], [2.122, -1.667, -4.742], [-2.159, 0.480, -1.518], [-0.809, 1.601, -2.800], [-4.097, 1.320, -1.029], [-2.021, -0.447, -3.487], [3.569, 1.338, -5.681]]
}